{
  "formula": "C20H41AlBr16NO2S",
  "method": "ωB97M-V/def2-TZVPD",
  "elements": ["C", "Br", "H", "Br", "H", "C", "H", "H", "Br", "H", "H", "H", "H", "C", "H", "C", "C", "H", "H", "H", "Br", "H", "Br", "H", "O", "C", "Br", "H", "O", "H", "H", "C", "H", "H", "H", "H", "H", "H", "Br", "H", "C", "Br", "H", "C", "H", "Br", "C", "N", "C", "H", "Al", "H", "Br", "H", "H", "H", "C", "H", "C", "H", "Br", "C", "C", "S", "Br", "Br", "C", "H", "H", "Br", "H", "Br", "C", "Br", "H", "C", "H", "H", "H", "C", "C", "H"],
  "positions_angstrom": [[3.87056, 1.92553, 0.92210], [-0.56716, -4.19220, 0.38017], [-10.08605, -1.61573, -6.08937], [10.29269, 1.04809, 11.76769], [8.25311, 0.26300, 8.61479], [-5.34526, 2.38247, -1.21826], [-5.83642, -0.78263, -0.91651], [-2.60192, 0.90141, -2.31747], [-10.77003, -1.45708, -3.69518], [-0.90051, -2.37294, 2.05580], [-7.93506, -3.05551, -5.72630], [5.48470, 2.06254, -0.49263], [-6.23281, 3.08817, -1.45881], [9.08018, 0.17816, 9.32188], [-5.52849, 2.04560, -0.12546], [4.86812, 5.28353, 3.60596], [-9.86601, -2.24844, -5.22961], [3.92056, 2.99495, 1.12768], [9.01152, -0.77777, 9.84049], [8.78914, 1.38118, 6.13065], [0.58713, -3.23516, -3.61327], [-3.21352, -1.52986, 1.17829], [10.08709, 3.48012, 6.07463], [3.24673, -3.53033, -4.85051], [-4.15321, 3.15404, -1.28029], [1.41935, -2.37313, -5.15035], [-9.35140, -5.97320, -3.87597], [-6.51774, -7.57703, -5.90576], [-6.95522, 0.86232, -2.26609], [-2.88563, 3.01414, -3.75372], [3.88519, 1.93476, -1.26041], [8.46405, 2.40821, 5.95301], [1.00083, -2.87972, -6.02158], [9.43949, 2.28268, 9.77418], [3.35677, -2.24980, -6.07894], [-8.66671, -6.13523, -6.26985], [5.68830, 5.16194, 2.90785], [4.32583, 1.38028, 1.74843], [6.87144, 4.22954, 4.40900], [2.91978, 6.26853, 3.70624], [4.49354, 1.61193, -0.41491], [-1.42650, -0.66265, -0.28627], [-8.16472, -2.80639, -3.98111], [-4.94622, -0.23454, -1.38934], [4.28179, 7.32899, 3.27948], [10.68570, 0.11258, 8.21899], [9.10510, 1.36325, 10.25480], [-0.97137, 3.10664, -1.66856], [-8.44772, -6.76756, -5.40964], [-7.00475, 0.27291, -3.05744], [-2.73955, 2.47163, -2.23918], [-8.92401, -7.73946, -5.54782], [4.02566, 3.53400, 3.80938], [-2.98354, -2.60921, -0.21575], [-2.22406, -3.55984, 2.09899], [-10.34067, -3.22121, -5.36815], [-8.38903, -2.41087, -4.97148], [-6.74644, -7.32647, -4.16074], [-2.47382, -2.06010, 0.57599], [7.81274, 2.72429, 6.76810], [1.96895, 1.49719, 0.93197], [7.82194, 2.53617, 4.59308], [-6.97036, -6.93139, -5.15141], [0.82628, 0.93436, -2.67619], [-6.03245, -5.23108, -5.30988], [3.72315, -1.30554, -3.82723], [2.92048, -2.52516, -5.11707], [7.05836, 1.76771, 4.45470], [-5.12706, 1.19498, -3.21550], [4.79030, -0.30263, -0.62685], [-4.28387, 0.10350, -0.50655], [3.45278, 6.15526, 1.27143], [3.86604, 6.32609, 3.16823], [-7.45182, -0.70933, -5.12931], [-4.41053, -0.95026, -2.09519], [-1.60847, -2.93600, 1.44809], [8.53739, 2.48279, 3.77247], [8.12045, 1.52594, 10.69579], [1.09127, -1.33322, -5.14773], [-0.17248, 2.23503, -2.21072], [-5.49598, 1.10461, -2.14268], [5.26282, 5.52524, 4.59045]],
  "forces_ev_per_angstrom": [[-0.36, 0.10, -0.20], [0.06, 0.04, 0.05], [0.13, -0.05, 0.13], [0.00, 0.07, -0.10], [0.04, 0.04, 0.12], [-0.95, 0.84, 0.42], [1.06, 0.90, -0.81], [-0.17, -0.08, 0.14], [0.02, 0.02, -0.11], [-0.10, 0.00, -0.19], [-0.12, 0.08, 0.11], [-0.10, -0.02, 0.06], [1.20, -1.16, 0.15], [0.02, 0.04, -0.29], [0.22, 0.22, -1.51], [-2.35, 0.99, -0.70], [-0.19, -0.12, 0.17], [0.04, -0.13, -0.15], [0.02, 0.20, 0.00], [0.00, 0.08, -0.03], [0.03, 0.13, -0.02], [0.05, -0.14, 0.02], [-0.12, 0.02, 0.08], [-0.16, 0.12, -0.01], [0.36, -1.67, -0.51], [-0.20, -0.25, 0.00], [0.01, 0.08, -0.12], [-0.12, 0.05, 0.06], [0.99, -0.04, -1.02], [-0.01, 0.18, -0.01], [-0.05, -0.08, 0.17], [0.29, -0.29, -0.04], [0.10, 0.04, 0.05], [-0.01, -0.19, -0.02], [-0.12, -0.04, 0.05], [0.14, -0.08, 0.12], [-0.78, 0.45, -0.43], [0.02, 0.04, -0.21], [4.54, -2.31, 1.43], [0.15, -0.05, -0.06], [0.23, -0.04, -0.01], [0.08, -0.41, 0.14], [-0.11, 0.04, -0.14], [0.02, 0.68, 0.39], [0.03, -0.14, 0.04], [-0.05, -0.09, 0.09], [-0.11, -0.02, 0.26], [5.04, -5.56, -3.68], [-0.17, -0.18, 0.18], [-0.28, 0.69, 1.15], [-0.99, 0.80, -0.42], [0.10, 0.07, 0.01], [-0.85, 0.33, -0.06], [0.10, 0.00, 0.15], [0.04, 0.05, -0.08], [0.13, 0.05, 0.03], [0.13, 0.07, -0.20], [-0.14, 0.07, -0.12], [0.19, 0.49, 0.02], [0.02, 0.02, -0.20], [0.18, -0.02, 0.17], [-0.05, 0.28, 0.19], [0.22, 0.11, -0.23], [-1.70, 2.68, 0.60], [0.03, -0.13, 0.10], [-0.02, -0.23, -0.05], [0.18, 0.31, -0.10], [0.02, 0.09, 0.05], [0.13, 0.22, 1.56], [-0.01, 0.09, 0.03], [-0.67, -0.75, -1.62], [-0.04, -0.05, 0.12], [-0.12, 0.18, -0.20], [-0.05, -0.18, -0.25], [-0.45, 1.03, 1.02], [-0.21, -0.26, 0.08], [-0.01, -0.04, 0.21], [0.07, -0.06, -0.09], [0.12, -0.10, 0.07], [-3.07, 2.86, 3.23], [-0.81, -1.52, 0.87], [-0.75, 0.55, -0.08]],
  "e_lumo_ha": 0.0500,
  "total_charge": -1,
  "homo_lumo_gap_ev": 6.221
}